Below is a molecular structure, C26H26Cl2N2O2STbTe, with properties calculated with wB97M-V/def2-TZVPD.

Structure (XYZ):
```
61
Properties=species:S:1:pos:R:3:forces:R:3:lowdin_charge:R:1
Tb 0.553119 -1.172048 0.964931 0.5 -0.3 0.3 0.814
C 2.953584 -1.266624 -1.244850 -1.1 1.4 0.8 -0.091
N 2.157088 -2.329305 -0.631572 -0.7 -0.3 -1.1 -0.369
C 1.481190 -3.183777 -1.672052 0.8 0.1 0.6 -0.079
C 2.990421 -3.134341 0.278795 0.0 0.6 -0.4 -0.199
C 3.600318 -2.317413 1.377173 0.2 0.1 1.4 -0.315
C 4.932582 -2.488085 1.752605 0.0 -0.1 -0.1 -0.070
C 5.422162 -1.892735 2.922204 0.7 -0.8 -0.6 -0.117
C 4.585590 -1.128102 3.717813 -0.1 -0.1 -0.6 -0.130
C 3.278016 -0.903150 3.312417 -0.5 -0.7 -0.4 -0.143
C 2.718819 -1.565768 2.184623 -0.1 1.1 0.1 -0.192
H 3.827035 -1.623883 -1.703632 1.4 -0.8 -0.8 0.070
H 3.280817 -0.570810 -0.447339 -0.1 -0.3 -0.4 0.094
H 2.405252 -0.673628 -2.001214 -0.1 -0.5 0.4 0.100
H 2.170746 -3.576010 -2.443016 0.2 -0.1 0.6 0.092
H 0.788695 -2.600901 -2.244614 -0.6 0.6 0.0 0.049
H 0.926036 -3.982600 -1.170295 0.2 0.1 -0.1 0.072
H 3.738736 -3.635815 -0.313144 0.6 -0.5 -0.2 0.116
H 2.353936 -3.848885 0.761632 -0.5 -0.7 0.0 0.118
H 5.562185 -3.178625 1.173312 0.0 0.4 0.2 0.102
H 6.474380 -2.116321 3.165127 -0.6 0.3 0.2 0.095
H 4.904687 -0.742896 4.658859 0.5 0.4 0.5 0.080
H 2.656438 -0.274297 3.971015 0.2 -0.3 -0.4 0.065
Cl -1.391969 2.987382 -1.424675 0.4 0.3 -0.5 0.790
C -1.136647 2.845947 0.260124 0.0 0.2 1.3 -0.573
C -1.409503 3.982546 1.056680 0.7 -0.2 0.9 -0.145
C -1.103229 3.980605 2.399277 0.3 -0.9 0.4 -0.608
Cl -0.983932 5.542087 3.193640 -0.3 -0.3 0.3 0.623
C -0.692906 2.765570 3.084612 -0.3 0.3 -0.6 -0.140
C -0.468278 2.603977 4.487828 -0.3 0.9 -1.6 -0.032
C -0.036236 1.436037 4.999563 0.1 -1.7 -0.9 -0.040
C 0.101309 0.326405 4.093000 -0.8 0.6 0.0 -0.103
N -0.145567 0.431885 2.790173 0.9 -0.7 1.4 0.009
C -0.493150 1.614487 2.271731 -0.1 1.6 -0.2 -0.157
C -0.530358 1.692173 0.816365 -1.5 2.8 0.9 -0.432
O -0.017491 0.797559 0.127697 0.8 -1.9 -1.7 -0.230
H -1.721862 4.949451 0.669786 0.0 -0.4 -0.4 0.097
H -0.681774 3.462642 5.070051 0.0 0.6 0.8 0.083
H 0.154562 1.287190 6.050065 0.0 0.0 0.1 0.102
H 0.288602 -0.672557 4.486112 0.2 0.2 -0.3 0.120
C -5.284303 2.515049 -1.407695 -0.9 -0.9 0.1 -0.057
C -4.338354 1.586547 -2.128075 0.2 -0.1 -0.6 -0.304
C -4.235063 1.695315 -3.528326 0.9 -0.1 0.0 -0.047
C -3.181103 1.084777 -4.224077 -0.9 0.1 -0.3 -0.068
C -2.281843 0.274880 -3.553695 -0.1 0.0 1.3 -0.438
C -2.414697 0.080876 -2.187428 -1.8 0.9 0.6 -0.120
C -3.447407 0.741901 -1.466072 0.0 -0.6 -0.2 -0.064
S -0.751408 -0.340553 -4.181787 0.4 0.0 -2.0 0.899
C -1.296621 -2.037545 -4.637328 0.1 1.1 -0.3 -0.225
O -0.499486 0.358235 -5.497639 0.0 -0.4 0.8 -0.561
H -5.320502 2.319843 -0.336070 0.2 0.0 0.0 0.074
H -6.346145 2.438034 -1.749428 0.8 0.0 0.0 0.088
H -4.941545 3.519240 -1.569448 0.1 0.6 0.0 0.068
H -4.893615 2.366274 -4.084118 0.1 -0.2 0.2 0.110
H -3.103749 1.215528 -5.298006 0.2 0.1 0.1 0.108
H -1.736212 -0.534908 -1.644666 0.5 -0.4 0.4 0.058
H -3.566425 0.612100 -0.373462 0.4 0.0 -0.7 0.128
H -2.143638 -1.890549 -5.315958 0.3 -0.2 0.0 0.056
H -1.640478 -2.412301 -3.696744 -0.2 -0.8 0.5 0.033
H -0.463561 -2.604058 -5.095745 -0.5 0.4 0.4 0.059
Te -1.607276 -2.816030 1.174981 -0.6 -0.6 -0.1 -0.322
```
Forces are in eV/Å.

## Properties
Gap between HOMO and LUMO (alpha / beta) = 5.74 / 5.80 eV
2S+1 = 7
HOMO (alpha / beta) = -3.532 / -3.579 eV
⟨S²⟩ = 12.17
Charge = -1

***

Below is a molecular structure, C26H26ClIrN2O4PS6, with properties calculated with wB97M-V/def2-TZVPD.

Structure (XYZ):
```
67
Properties=species:S:1:pos:R:3:forces:R:3:nbo_charge:R:1
Ir 0.201997 -1.015474 -0.456880 0.3 0.3 0.0 1.244
O 0.646178 -7.915669 0.563872 0.0 0.0 0.1 -0.520
C 0.574875 -6.752056 0.307278 0.1 -0.1 -0.1 0.203
S -0.858528 -5.977547 -0.397187 0.0 -0.1 0.0 0.388
C -0.204248 -4.369216 -0.503250 0.2 0.2 0.0 -0.416
C 1.123813 -4.195227 -0.047913 -0.2 0.0 0.0 -0.385
S 2.002753 -2.743199 -0.029974 -0.1 -0.1 -0.1 -0.038
S 1.921169 -5.608887 0.556774 0.0 0.0 0.0 0.394
S -1.178271 -3.156834 -1.130881 0.0 -0.1 0.0 -0.021
N -1.408728 0.333490 -1.563629 0.0 0.0 0.0 -0.843
C -0.972006 0.700186 -2.913644 -0.1 0.1 0.1 -0.243
C -0.362261 -0.516903 -3.575443 0.1 -0.1 0.0 -0.234
N 0.741001 -1.013766 -2.740364 0.0 0.0 0.0 -0.849
H -2.289710 -0.168979 -1.569480 0.0 -0.1 0.0 0.389
H -1.528967 1.121695 -0.930756 0.0 0.1 0.0 0.430
H -0.218379 1.482605 -2.826667 0.0 0.0 0.0 0.227
H -1.791414 1.088796 -3.522488 0.0 0.0 0.0 0.201
H -0.023246 -0.265408 -4.582538 0.0 0.0 0.0 0.209
H -1.109156 -1.309804 -3.656108 0.0 0.0 0.0 0.201
H 1.568759 -0.417240 -2.841804 -0.1 0.0 0.0 0.431
H 0.990091 -1.964203 -2.988763 0.0 0.0 0.0 0.398
S 2.827905 1.525210 -2.957122 0.0 0.1 0.1 -0.635
P 2.397471 2.077122 -1.111674 0.0 0.1 -0.2 1.170
S 1.917980 0.560539 0.207233 0.1 -0.1 0.1 -0.486
C 1.058086 3.306634 -1.052043 -0.1 -0.1 0.0 -0.330
C 1.087905 4.362365 -1.961544 0.0 0.0 -0.1 -0.218
C 0.080935 5.313804 -1.946953 0.0 0.0 0.0 -0.201
C -0.961973 5.215643 -1.031704 0.0 0.0 0.0 -0.199
C -0.990129 4.170529 -0.120604 0.0 0.0 0.0 -0.214
C 0.023782 3.220027 -0.126563 0.1 0.0 0.0 -0.240
C 3.785811 2.933368 -0.313192 0.0 -0.1 0.0 -0.425
C 3.580432 3.541907 0.923278 0.0 0.0 0.0 -0.127
C 4.626090 4.191428 1.557930 0.0 0.0 0.0 -0.229
C 5.879549 4.235047 0.960044 0.0 0.0 0.0 -0.194
C 6.084185 3.629979 -0.270924 0.0 0.0 0.0 -0.199
C 5.038309 2.978337 -0.910588 0.0 0.0 0.0 -0.184
H 1.888302 4.421984 -2.689089 0.0 0.0 0.0 0.234
H 0.104891 6.132099 -2.655492 0.0 0.0 0.0 0.217
H -1.750833 5.957497 -1.032017 0.0 0.0 0.0 0.216
H -1.794658 4.078522 0.598501 0.0 0.0 0.0 0.231
H -0.004969 2.407271 0.588263 0.0 0.1 -0.1 0.249
H 2.602238 3.507385 1.389949 0.0 0.0 0.0 0.214
H 4.464553 4.664356 2.518183 0.0 0.0 0.0 0.217
H 6.696417 4.743502 1.456627 0.0 0.0 0.0 0.216
H 7.060339 3.664236 -0.737681 0.0 0.0 0.0 0.216
H 5.185208 2.504715 -1.872956 0.0 0.0 0.0 0.241
C -1.400300 -4.237490 3.151963 0.0 0.0 0.0 -0.631
C -2.606099 -3.703347 2.433143 0.0 0.0 0.0 -0.037
C -3.388689 -4.510005 1.624098 0.0 0.0 0.0 -0.217
C -4.473724 -3.982450 0.938144 0.0 0.0 0.0 -0.055
Cl -5.426837 -5.022601 -0.081741 0.0 0.0 0.0 -0.012
C -4.795931 -2.646374 1.050056 0.0 0.0 0.0 -0.238
C -4.019587 -1.824035 1.859134 -0.1 0.0 0.0 -0.246
C -2.937533 -2.348820 2.547024 0.1 0.0 -0.1 0.301
O -2.109631 -1.612741 3.345574 -0.1 0.0 0.3 -0.490
C -2.094387 -0.214195 3.170747 0.1 -0.1 -0.2 -0.177
C -1.702568 0.174001 1.741128 -0.2 0.1 0.0 0.778
O -1.951153 1.289026 1.304435 0.1 -0.2 0.0 -0.672
O -1.131047 -0.797157 1.107886 0.1 0.1 0.0 -0.769
H -1.265736 -5.298683 2.944087 0.0 0.0 0.0 0.212
H -1.491507 -4.101621 4.230660 0.0 0.0 0.0 0.230
H -0.501256 -3.698720 2.842982 0.0 0.0 0.0 0.227
H -3.146409 -5.560047 1.514315 0.0 0.0 0.0 0.226
H -5.642066 -2.243475 0.510421 0.0 0.0 0.0 0.226
H -4.272814 -0.774341 1.933019 0.0 0.0 0.0 0.217
H -1.320549 0.158217 3.841740 0.0 0.0 0.0 0.224
H -3.035724 0.274990 3.431171 0.0 -0.1 0.0 0.197
```
Forces are in eV/Å.

## Properties
Gap between HOMO and LUMO (alpha / beta) = 7.49 / 5.67 eV
2S+1 = 6
HOMO (alpha / beta) = -7.256 / -8.365 eV
⟨S²⟩ = 8.77

***

Below is a molecular structure, C26H26LuN2O7, with properties calculated with wB97M-V/def2-TZVPD.

Structure (XYZ):
```
62
Properties=species:S:1:pos:R:3:forces:R:3:nbo_charge:R:1
Lu -0.142600 0.274900 0.005600 -3.6 3.4 2.8 1.897
C 0.275900 -2.392500 2.622300 -0.2 0.0 0.0 -0.178
C -0.409400 -2.850500 1.506400 -0.1 0.0 0.1 -0.106
C -1.509300 -2.146200 1.026400 -0.2 0.0 0.3 -0.214
C -1.901400 -0.950200 1.644000 -0.2 -0.4 0.4 -0.332
C -1.178100 -0.477700 2.749200 -0.2 -0.1 0.1 -0.227
C -0.103600 -1.210800 3.243100 -0.1 0.0 -0.1 -0.191
H 1.103400 -2.964100 3.012800 0.1 0.0 0.0 0.230
H -0.097600 -3.763200 1.021600 0.0 0.0 -0.1 0.233
H -2.112800 -2.571800 0.235800 0.1 0.1 -0.1 0.242
H -2.839800 -0.473700 1.364800 0.3 0.0 0.0 0.254
H -1.523800 0.396000 3.290700 0.1 0.0 -0.1 0.235
H 0.411700 -0.878400 4.134200 0.0 0.0 0.0 0.229
O 0.181800 0.813000 -2.160000 0.2 0.1 -0.3 -0.647
C 0.303800 -0.431300 -2.111400 0.4 -0.3 -2.8 0.721
O -0.559500 -1.095000 -1.464000 -0.8 -1.6 -0.9 -0.747
C 1.569600 -1.130600 -2.578700 -0.5 -0.1 0.0 -0.313
C 1.358600 -2.659200 -2.577100 0.0 0.1 -0.7 0.082
C 2.598900 -3.341700 -3.182000 -0.2 -0.1 0.0 -0.432
C 3.583000 -3.263100 -2.000300 0.0 0.0 0.2 -0.431
C 2.741400 -2.482300 -0.983800 0.7 0.1 0.1 0.092
O 1.429900 -2.964500 -1.196600 0.0 -0.4 0.1 -0.503
C 2.641500 -1.008800 -1.431600 0.0 0.0 0.5 -0.322
C 2.063100 -0.177900 -0.304000 3.1 0.3 -0.4 0.721
O 2.010600 1.066500 -0.351700 0.1 -0.1 -0.1 -0.621
O 1.443500 -0.777600 0.629800 1.4 -1.7 1.1 -0.768
H 1.917700 -0.707700 -3.519900 0.0 0.0 0.1 0.256
H 0.397200 -2.967300 -2.979100 0.0 0.0 0.0 0.223
H 2.373100 -4.370800 -3.451500 0.0 0.0 0.0 0.229
H 2.966700 -2.828500 -4.069000 -0.1 0.0 0.0 0.215
H 3.817900 -4.249100 -1.605000 0.0 0.0 0.0 0.227
H 4.516400 -2.763300 -2.249100 0.0 0.0 0.0 0.216
H 3.013600 -2.592600 0.062500 0.0 -0.1 -0.1 0.222
H 3.570400 -0.571100 -1.789500 0.0 0.0 0.0 0.256
O -2.473200 5.944100 3.609900 -0.2 0.0 -0.1 -0.716
C -1.113000 5.625200 3.762300 0.4 0.2 0.2 -0.096
C -0.752900 4.519100 2.812600 -0.1 -0.2 -0.1 0.063
C 0.349200 3.700900 3.049000 -0.2 0.1 -0.2 -0.239
C 0.566100 2.610800 2.228800 0.1 0.0 0.1 0.086
N -0.244500 2.293300 1.216700 -0.3 0.7 0.0 -0.571
C -1.248200 3.140700 0.914300 0.2 0.1 0.4 0.275
C -1.532600 4.259300 1.688400 0.1 -0.2 0.0 -0.248
C -2.066900 2.751400 -0.257700 -0.3 0.0 -0.2 0.176
C -2.654100 3.673400 -1.114900 0.1 -0.3 0.1 -0.212
C -3.394700 3.219200 -2.204100 -0.1 -0.2 0.1 0.056
C -4.042200 4.201900 -3.155300 0.2 -0.1 -0.1 -0.093
O -5.174500 4.805800 -2.577000 -0.3 0.1 0.2 -0.695
C -3.568300 1.846300 -2.342700 0.1 0.1 0.2 -0.235
C -2.947300 0.992800 -1.446700 -0.2 0.0 0.0 0.095
N -2.188000 1.421700 -0.438600 -0.3 0.5 -0.2 -0.544
H -2.733700 6.592500 4.273200 0.1 0.0 -0.1 0.491
H -0.891600 5.297300 4.788600 0.0 0.0 -0.2 0.188
H -0.473100 6.496400 3.543400 -0.1 -0.1 0.1 0.196
H 1.013300 3.896800 3.875700 0.1 0.0 0.1 0.236
H 1.409700 1.947000 2.389400 -0.1 0.0 0.0 0.228
H -2.377200 4.895200 1.470000 -0.1 0.0 0.0 0.256
H -2.514100 4.731500 -0.961400 0.0 0.1 0.1 0.239
H -4.293400 3.703600 -4.098900 0.1 0.1 0.1 0.182
H -3.345500 5.018700 -3.364200 0.0 -0.1 -0.1 0.201
H -5.931000 4.210400 -2.621500 0.1 0.0 0.0 0.476
H -4.169300 1.434500 -3.138900 0.0 0.0 -0.1 0.234
H -3.066500 -0.082000 -1.526800 0.1 0.0 -0.1 0.222
```
Forces are in eV/Å.

## Properties
Gap between HOMO and LUMO = 9.21 eV
HOMO = -12.377 eV
Charge = +1

***

Number 1: electronic energy -3677.40263 hartree. Number 2: electronic energy -4711.88777 hartree. Number 3: electronic energy -2878.05038 hartree.